Entry from OMol25: a structure of composition C10H15ClI2InN2O2P at a distorted geometry (wB97M-V/def2-TZVPD).

Structure (ORCA input):
```
! RIJCOSX wB97M-V def2-TZVPD def2/J DEFGRID3
* xyz 2 1
I -3.22747 -1.74534 -1.50989
I -3.24120 1.26835 -1.17610
In 1.53617 -0.18665 -0.88269
P 0.47004 0.05510 -3.23708
C -1.07477 0.08790 -4.20688
C 1.35490 1.49616 -3.93325
H 2.34909 -1.45741 -3.59698
H 1.49040 -1.05776 -5.13189
H 0.77311 -2.22499 -3.95948
C 1.36889 -1.30917 -4.06778
H 2.30325 1.64025 -3.39951
H 1.53639 1.31999 -5.00508
H -0.82054 0.10742 -5.27738
H -1.66333 0.97672 -3.95124
H 0.72090 2.38477 -3.80268
H -1.67638 -0.80157 -3.98429
C -4.78000 -0.29016 -0.84307
O -5.85422 -0.46627 -0.40757
Cl 3.75882 0.55869 -1.05767
N -0.73238 -0.64811 6.26504
C 0.15154 0.25293 5.70741
O 0.69747 1.11862 6.38618
C 0.35918 0.14725 4.22084
C -0.46959 -0.56536 3.33609
C -0.15174 -0.60505 1.97786
N 0.93490 0.02155 1.45889
C 1.71507 0.74262 2.29600
C 1.44340 0.85316 3.66309
H -0.78756 -0.64495 7.27437
H -1.00077 -1.50134 5.79466
H -1.35959 -1.09691 3.67836
H -0.78772 -1.15013 1.26371
H 2.56485 1.25218 1.83427
H 2.09886 1.46749 4.27373
*
```

Values from the calculation:
energy relative to the best compared isomer or geometry (same formula, charge and spin) = 19.31 kcal per mole
largest force on an atom = 0.063 hartree/bohr

=====

Entry from OMol25: a cluster of 2 separate species, C4H12O in total at a distorted geometry (wB97M-V/def2-TZVPD).

Structure (ORCA input):
```
! RIJCOSX wB97M-V def2-TZVPD def2/J DEFGRID3
* xyz 0 1
C -1.75073 0.64453 -0.38813
C -1.27844 -0.13446 -1.59989
O -1.75726 0.39592 -2.82542
H -1.60292 1.71318 -0.40412
H -1.26898 0.36551 0.55939
H -2.82687 0.50740 -0.27324
H -0.18053 -0.10484 -1.56198
H -1.56522 -1.18357 -1.56562
H -1.70404 1.33715 -2.74810
C 2.90138 -0.10326 1.92554
C 1.72470 -0.88362 2.59436
H 3.68735 -0.74993 1.55262
H 2.47358 0.52789 1.14380
H 3.18787 0.67051 2.64366
H 1.77636 -1.97950 2.53286
H 1.71469 -0.74127 3.66990
H 0.84966 -0.60893 2.01975
*
```

Values from the calculation:
SMILES string = CCO.CC
energy relative to the best compared isomer or geometry (same formula, charge and spin) = 20.16 kcal per mole
largest force on an atom = 0.031 hartree/bohr

=====

Entry from OMol25: a structure of composition C4H4N2O2 at a distorted geometry (wB97M-V/def2-TZVPD).

Structure (ORCA input):
```
! RIJCOSX wB97M-V def2-TZVPD def2/J DEFGRID3
* xyz 0 1
N -0.96962 -2.01851 -1.02453
C -0.62565 -1.12813 -0.26044
C 0.05521 0.16493 -0.25612
N 1.24220 0.31387 -0.80009
O 1.51413 1.63944 -0.74034
C 0.50390 2.29315 -0.15756
C -0.45023 1.40548 0.23056
H 0.57551 3.37889 -0.15690
H -1.37666 1.60868 0.75738
O -0.32323 -2.41311 1.11633
H 0.58869 -2.21305 1.35080
H -0.73425 -3.03165 -0.05909
*
```

Values from the calculation:
energy relative to the best compared isomer or geometry (same formula, charge and spin) = 140.89 kcal per mole
largest force on an atom = 0.084 hartree/bohr